No. 1
Entry from the OMol25 dataset: a 5-piece molecular cluster, H10O4S2 overall at a distorted geometry (ωB97M-V/def2-TZVPD).

Output
DFT total energy ... -1103.2915 Eh
HOMO energy ... -9.56 eV
Relative energy (zero: lowest compared OMol25 entry of this formula, charge and spin) ... 101.9 kJ/mol
Total charge ... 0
Frontier orbital gap ... 0.353 Ha
Structure (SMILES) ... SS.O.O.O.O

Each line ends with the Mulliken charge.
Geometry (Å):
S 3.46 -0.53 0.08  -0.148
S 2.26 0.98 -0.80  -0.187
H 4.52 0.16 0.27  0.158
H 2.31 0.67 -2.11  0.167
O -3.50 -1.08 -1.24  -0.606
H -4.06 -1.82 -1.01  0.301
H -2.88 -1.61 -1.85  0.318
O -1.66 1.67 -0.56  -0.611
H -2.21 1.91 0.15  0.291
H -1.36 2.47 -1.05  0.288
O -1.06 -0.82 0.64  -0.606
H -1.17 -0.17 -0.08  0.371
H -0.76 -0.40 1.48  0.273
O -3.69 -0.59 2.58  -0.623
H -2.91 -0.90 2.89  0.275
H -3.68 -0.91 1.65  0.341


No. 2
Entry from the OMol25 dataset: C14H22MoNO6 as an isolated structure at a distorted geometry (ωB97M-V/def2-TZVPD).

Output
DFT total energy ... -1119.4894 Eh
HOMO energy (alpha / beta) ... -20.39 / -20.39 eV
Relative energy (zero: lowest compared OMol25 entry of this formula, charge and spin) ... 1279.0 kJ/mol
Total charge ... +3
Frontier orbital gap (alpha / beta) ... 0.180 / 0.180 Ha

Each line ends with the Mulliken charge.
Geometry (Å):
Mo -0.84 -0.15 -0.22  0.616
C -1.78 0.64 2.51  -0.552
O -0.85 -0.15 1.78  -0.570
C 0.50 0.26 2.03  -0.445
C 1.41 -0.55 1.12  -0.438
O 1.16 -0.15 -0.23  -0.033
C 1.89 -0.93 -1.16  -0.703
H -1.60 0.55 3.58  0.424
H -2.78 0.27 2.29  0.364
H -1.71 1.69 2.20  0.220
H 0.74 0.06 3.08  0.724
H 0.61 1.33 1.82  0.502
H 1.20 -1.62 1.23  -0.238
H 2.46 -0.35 1.36  0.595
H 2.96 -0.84 -0.98  0.305
H 1.67 -0.57 -2.16  0.323
H 1.58 -1.98 -1.09  -0.344
O -0.84 1.43 -3.87  -0.516
C -0.84 1.09 -2.64  0.450
O -0.84 -0.11 -2.21  -0.394
C -0.84 2.22 -1.59  0.580
C -0.84 3.55 -2.03  -0.786
C -0.84 4.58 -1.09  -0.238
C -0.84 4.27 0.26  -1.400
C -0.84 2.94 0.62  0.272
N -0.84 1.92 -0.26  0.435
H -0.84 3.76 -3.09  0.590
H -0.84 5.62 -1.43  0.497
H -0.84 5.05 1.01  0.492
H -0.84 2.64 1.66  0.627
C 1.08 -3.40 -0.84  -0.577
C 1.32 -2.81 0.53  -0.509
C -0.09 -2.48 0.97  0.273
O -0.84 -2.17 -0.22  -0.521
C -0.06 -2.55 -1.36  0.067
H 0.76 -4.45 -0.74  0.520
H 1.96 -3.38 -1.49  0.468
H 1.90 -1.89 0.44  0.358
H 1.84 -3.48 1.22  0.556
H -0.13 -1.64 1.66  0.072
H -0.57 -3.35 1.44  0.559
H 0.32 -1.64 -1.83  0.043
H -0.69 -3.09 -2.07  0.693
O -2.55 -0.15 -0.22  -0.362